(1)
Computed, not measured: C33H30N7PSn as an isolated structure, with wB97M-V/def2-TZVPD.

The geometry in XYZ format:
```
72
C33H30N7PSn | the OMol25 dataset | wB97M-V/def2-TZVPD
Sn 0.315 1.588 -0.300
C -0.364 3.904 2.226
N -0.643 3.936 0.791
C -2.055 4.122 0.427
C -2.687 2.846 -0.035
N -2.085 1.681 -0.073
C -3.031 0.773 -0.567
C -2.934 -0.598 -0.790
C -4.053 -1.244 -1.274
C -5.247 -0.547 -1.527
C -5.356 0.810 -1.301
C -4.220 1.449 -0.817
N -3.965 2.771 -0.462
C -0.079 2.515 2.713
N 0.165 1.462 1.959
C 0.411 0.391 2.842
C 0.716 -0.948 2.609
C 0.893 -1.763 3.709
C 0.777 -1.267 5.017
C 0.482 0.057 5.261
C 0.302 0.865 4.145
N -0.010 2.216 4.019
H 0.508 4.524 2.445
H -1.192 4.321 2.805
H -0.110 4.686 0.373
H -2.630 4.519 1.268
H -2.128 4.860 -0.373
H -2.018 -1.134 -0.577
H -4.019 -2.311 -1.457
H -6.104 -1.091 -1.901
H -6.280 1.342 -1.487
H -4.615 3.536 -0.537
H 0.810 -1.336 1.606
H 1.125 -2.810 3.563
H 0.923 -1.940 5.852
H 0.399 0.444 6.269
H -0.161 2.859 4.780
N 2.531 -1.281 -0.516
P 0.883 -1.134 -0.961
C 0.387 -2.866 -1.008
C 1.031 -3.747 -1.879
C 0.655 -5.080 -1.903
C -0.366 -5.532 -1.073
C -1.014 -4.656 -0.214
C -0.637 -3.320 -0.179
C 0.898 -0.617 -2.699
C -0.285 -0.755 -3.430
C -0.359 -0.266 -4.725
C 0.739 0.372 -5.291
C 1.912 0.517 -4.565
C 1.993 0.031 -3.265
C 3.279 -0.298 0.103
C 4.585 -0.560 0.533
C 5.301 0.452 1.120
C 4.720 1.715 1.277
C 3.436 1.881 0.833
N 2.714 0.899 0.258
H 2.923 -2.212 -0.502
H 1.804 -3.391 -2.552
H 1.151 -5.767 -2.577
H -0.661 -6.573 -1.102
H -1.807 -5.012 0.430
H -1.135 -2.636 0.501
H -1.142 -1.263 -2.996
H -1.271 -0.391 -5.296
H 0.681 0.752 -6.303
H 2.769 1.006 -5.010
H 2.916 0.136 -2.707
H 5.015 -1.545 0.393
H 6.312 0.271 1.461
H 5.264 2.536 1.722
H 2.937 2.842 0.921
```

Calculated values
highest occupied orbital energy	-0.4996	hartree
net charge	+2
frontier orbital gap	8.622	eV



(2)
Computed, not measured: C33H31BIN8Ni as an isolated structure, with wB97M-V/def2-TZVPD.

The geometry in XYZ format:
```
75
C33H31BIN8Ni | the OMol25 dataset | wB97M-V/def2-TZVPD
Ni -0.218 0.043 -0.027
C 0.160 -2.766 -4.435
C -0.430 -1.729 -3.544
C -1.480 -0.855 -3.774
C -1.610 -0.100 -2.602
N -0.693 -0.516 -1.736
N 0.031 -1.497 -2.301
B 1.214 -2.049 -1.469
N 2.162 -0.833 -1.212
N 1.660 0.329 -0.711
C 2.645 1.227 -0.693
C 3.818 0.630 -1.170
C 3.469 -0.670 -1.499
C 4.311 -1.749 -2.089
C 2.395 2.593 -0.205
C 3.384 3.280 0.494
C 3.130 4.546 1.000
C 1.887 5.134 0.813
C 0.902 4.460 0.104
C 1.154 3.197 -0.407
N 0.608 -2.588 -0.144
N -0.282 -1.829 0.544
C -0.688 -2.518 1.603
C -0.037 -3.755 1.619
C 0.758 -3.771 0.485
C 1.643 -4.854 -0.031
C -1.673 -1.912 2.515
C -2.833 -1.342 1.993
C -3.730 -0.694 2.830
C -3.473 -0.611 4.193
C -2.328 -1.195 4.718
C -1.433 -1.848 3.884
C -2.514 1.000 -2.246
C -3.154 1.741 -3.234
C -3.969 2.809 -2.894
C -4.152 3.158 -1.563
C -3.524 2.420 -0.568
C -2.719 1.346 -0.912
H -0.368 -2.779 -5.385
H 0.086 -3.758 -3.987
H 1.214 -2.564 -4.630
H -2.074 -0.791 -4.669
H 1.793 -2.912 -2.051
H 4.781 1.093 -1.304
H 5.341 -1.408 -2.164
H 3.966 -2.014 -3.089
H 4.290 -2.652 -1.480
H 4.351 2.817 0.648
H 3.904 5.074 1.542
H 1.690 6.121 1.209
H -0.061 4.925 -0.065
H 0.398 2.689 -0.994
H -0.161 -4.550 2.334
H 1.654 -5.684 0.672
H 2.667 -4.503 -0.162
H 1.292 -5.225 -0.994
H -3.037 -1.427 0.932
H -4.636 -0.266 2.420
H -4.171 -0.106 4.847
H -2.129 -1.135 5.781
H -0.531 -2.290 4.290
H -3.000 1.494 -4.277
H -4.459 3.378 -3.674
H -4.786 3.994 -1.301
H -3.676 2.670 0.474
H -2.308 0.736 -0.104
I -0.828 2.223 5.575
C -0.042 1.511 3.817
C 1.283 1.275 3.519
N 1.322 0.792 2.269
N 0.098 0.725 1.733
C -0.745 1.158 2.661
H 2.178 1.415 4.100
H 2.121 0.576 1.692
H -1.809 1.166 2.486
```

Calculated values
highest occupied orbital energy (alpha / beta)	-0.4120 / -0.4120	hartree
net charge	+1
frontier orbital gap (alpha / beta)	7.901 / 7.900	eV



(3)
Computed, not measured: C33H31CoN4O9S2 as an isolated structure in a non-equilibrium geometry, with wB97M-V/def2-TZVPD.

The geometry in XYZ format:
```
80
C33H31CoN4O9S2 | the OMol25 dataset | wB97M-V/def2-TZVPD
Co -10.382 7.881 14.449
C -7.244 10.903 13.661
O -8.267 11.373 14.507
C -9.023 10.324 14.699
N -8.684 9.221 14.236
C -7.548 9.407 13.328
C -6.433 8.464 13.632
C -6.133 8.108 14.962
C -5.113 7.188 15.193
C -4.385 6.693 14.138
C -4.704 7.002 12.832
C -5.693 7.912 12.591
C -10.146 10.426 15.682
C -10.622 11.600 16.167
C -11.726 11.601 16.971
C -12.233 10.383 17.390
C -11.692 9.212 16.898
N -10.705 9.276 15.995
C -12.092 7.861 17.295
N -11.397 6.848 17.173
C -12.084 5.760 17.835
C -13.495 6.344 18.143
O -13.293 7.775 17.871
C -11.940 4.437 17.103
C -10.696 3.992 16.683
C -10.509 2.724 16.211
C -11.587 1.832 16.164
C -12.841 2.270 16.583
C -13.011 3.543 17.094
H -6.278 11.033 14.163
H -7.325 11.478 12.753
H -7.866 9.306 12.300
H -6.692 8.480 15.807
H -4.913 6.834 16.188
H -3.573 6.021 14.314
H -4.192 6.496 12.035
H -6.012 8.072 11.542
H -10.155 12.477 15.725
H -12.256 12.541 17.173
H -13.132 10.285 18.032
H -11.526 5.607 18.747
H -13.794 6.321 19.175
H -14.296 5.930 17.559
H -9.847 4.626 16.591
H -9.508 2.467 15.874
H -11.475 0.835 15.742
H -13.656 1.605 16.580
H -13.991 3.830 17.417
C -9.610 5.813 7.753
C -10.017 6.833 8.794
C -9.398 6.891 10.055
C -9.757 7.894 10.964
C -10.750 8.795 10.605
C -11.357 8.760 9.344
C -10.993 7.762 8.474
S -11.196 10.018 11.737
O -10.039 10.803 12.041
O -12.367 10.691 11.245
N -11.616 9.195 13.109
C -12.911 8.738 13.115
C -12.914 7.072 13.380
O -13.821 6.529 12.819
O -12.047 6.723 14.210
H -9.315 6.390 6.878
H -10.387 5.145 7.461
H -8.752 5.225 8.105
H -8.688 6.147 10.392
H -9.281 7.974 11.951
H -12.107 9.475 9.069
H -11.365 7.744 7.471
H -13.443 9.037 12.214
H -13.474 8.945 14.003
C -9.993 4.334 12.986
S -8.571 5.217 13.547
O -7.905 4.353 14.498
O -7.808 5.664 12.418
O -9.137 6.425 14.223
H -10.693 4.241 13.800
H -9.652 3.352 12.683
H -10.493 4.831 12.148
```

Calculated values
multiplicity	5
highest occupied orbital energy (alpha / beta)	-0.3264 / -0.3265	hartree
⟨S²⟩	6.01
frontier orbital gap (alpha / beta)	8.057 / 6.421	eV



(4)
Computed, not measured: C33H31F6N5NiO5S3 as an isolated structure, with wB97M-V/def2-TZVPD.

The geometry in XYZ format:
```
84
C33H31F6N5NiO5S3 | the OMol25 dataset | wB97M-V/def2-TZVPD
Ni 0.137 0.003 -0.180
F -1.035 2.981 -2.042
C -2.134 3.266 -1.359
F -1.850 4.231 -0.475
F -3.069 3.707 -2.191
S -2.730 1.805 -0.406
O -1.528 1.338 0.288
O -3.747 2.341 0.450
N -3.269 0.905 -1.551
S -3.242 -0.668 -1.577
O -3.339 -1.126 -2.926
O -2.270 -1.260 -0.692
C -4.856 -1.104 -0.803
F -5.861 -0.505 -1.432
F -4.862 -0.725 0.477
F -5.033 -2.423 -0.861
C -0.308 -1.449 -6.480
N -0.687 -1.487 -5.076
N -0.460 -0.328 -4.342
C -0.173 -0.663 -3.045
O -0.129 0.225 -2.158
C -0.060 -2.084 -3.013
C -0.352 -2.533 -4.259
C -0.319 -3.926 -4.779
C -1.070 0.898 -4.735
C -0.313 2.058 -4.710
C -0.906 3.260 -5.064
C -2.238 3.292 -5.451
C -2.985 2.122 -5.474
C -2.406 0.917 -5.106
H -0.638 -0.504 -6.905
H -0.817 -2.256 -7.002
H 0.774 -1.547 -6.609
H 0.141 -2.681 -2.145
H -0.292 -4.621 -3.942
H 0.574 -4.091 -5.387
H -1.195 -4.141 -5.391
H 0.723 2.012 -4.400
H -0.325 4.172 -5.036
H -2.698 4.231 -5.729
H -4.028 2.148 -5.760
H -2.982 0.001 -5.074
C -2.701 3.020 4.169
C -1.344 3.269 3.610
C -0.706 4.478 3.600
C 0.578 4.538 3.033
N 1.184 3.487 2.510
C 0.550 2.305 2.486
S 1.275 0.895 1.876
N -0.688 2.223 3.067
C 1.332 5.830 2.985
H -3.025 3.865 4.771
H -2.704 2.122 4.787
H -3.407 2.870 3.351
H -1.177 5.351 4.024
H -1.145 1.323 2.995
H 0.889 6.585 3.630
H 1.331 6.200 1.958
H 2.370 5.658 3.265
C 0.165 -6.681 -0.175
C -0.731 -5.959 0.600
C -0.529 -4.605 0.815
C 0.572 -3.933 0.273
C 1.460 -4.674 -0.516
C 1.257 -6.029 -0.732
C 0.630 -2.468 0.470
C 1.398 -1.509 -0.081
C 2.704 -1.671 -0.719
C 3.043 -0.984 -1.890
C 4.303 -1.106 -2.453
C 5.275 -1.884 -1.839
C 4.974 -2.530 -0.648
C 3.708 -2.423 -0.095
H 0.013 -7.739 -0.345
H -1.594 -6.448 1.034
H -1.245 -4.041 1.402
H 2.309 -4.190 -0.975
H 1.963 -6.580 -1.342
H -0.215 -2.130 1.075
H 2.308 -0.337 -2.352
H 4.535 -0.573 -3.368
H 6.264 -1.967 -2.272
H 5.730 -3.119 -0.143
H 3.481 -2.919 0.841
```

Calculated values
multiplicity	3
highest occupied orbital energy (alpha / beta)	-0.2522 / -0.2660	hartree
⟨S²⟩	2.01
frontier orbital gap (alpha / beta)	6.647 / 6.942	eV



(5)
Computed, not measured: C33H31N7O3S2SeSn as an isolated structure, with wB97M-V/def2-TZVPD.

The geometry in XYZ format:
```
78
C33H31N7O3S2SeSn | the OMol25 dataset | wB97M-V/def2-TZVPD
Sn -0.261 0.070 0.658
O 1.777 1.300 2.067
S 3.253 1.285 1.757
C 3.572 2.675 0.646
C 2.512 2.921 -0.429
C 1.436 3.907 0.001
C 0.499 4.318 -1.122
S -0.626 2.998 -1.695
O -0.574 1.937 -0.604
C 0.329 2.319 -3.044
C 0.950 1.086 -2.942
C 1.653 0.598 -4.032
C 1.728 1.339 -5.206
C 1.088 2.567 -5.300
C 0.374 3.060 -4.218
C 3.506 -0.115 0.646
C 3.938 -0.052 -0.674
C 4.088 -1.223 -1.404
C 3.814 -2.452 -0.820
C 3.398 -2.514 0.503
C 3.247 -1.349 1.236
H 4.568 2.500 0.236
H 3.662 3.533 1.316
H 2.040 1.975 -0.704
H 3.011 3.291 -1.329
H 1.898 4.829 0.366
H 0.865 3.492 0.833
H 1.040 4.647 -2.011
H -0.156 5.130 -0.805
H 0.880 0.504 -2.030
H 2.139 -0.366 -3.967
H 2.278 0.953 -6.054
H 1.132 3.136 -6.218
H -0.146 4.009 -4.295
H 4.179 0.891 -1.142
H 4.439 -1.175 -2.426
H 3.956 -3.361 -1.390
H 3.216 -3.472 0.975
H 2.937 -1.394 2.274
Se -7.779 1.225 3.074
N -7.066 0.401 1.667
C -5.770 0.482 1.790
C -4.837 -0.055 0.811
C -5.250 -0.700 -0.358
C -4.297 -1.173 -1.232
C -2.952 -1.001 -0.926
N -2.548 -0.393 0.186
C -3.470 0.082 1.047
C -2.980 0.758 2.253
N -1.648 0.851 2.403
C -1.139 1.462 3.469
C -1.947 2.006 4.459
C -3.317 1.914 4.326
C -3.856 1.283 3.202
C -5.286 1.145 2.973
N -6.194 1.595 3.795
H -6.308 -0.812 -0.556
H -4.576 -1.674 -2.148
H -2.170 -1.366 -1.578
H -0.056 1.516 3.517
H -1.498 2.492 5.313
H -3.985 2.326 5.071
C 0.568 -4.419 -2.026
N 0.496 -4.207 -0.578
C 0.680 -5.241 0.283
C 0.609 -5.069 1.618
C 0.350 -3.745 2.081
N 0.161 -2.735 1.242
C 0.177 -2.949 -0.095
O -0.085 -2.037 -0.895
N 0.313 -3.489 3.394
H 1.318 -5.179 -2.235
H 0.849 -3.484 -2.498
H -0.395 -4.741 -2.419
H 0.884 -6.201 -0.170
H 0.750 -5.895 2.298
H 0.462 -4.215 4.072
H 0.151 -2.551 3.718
```

Calculated values
highest occupied orbital energy	-0.4860	hartree
net charge	+2
frontier orbital gap	7.711	eV



(6)
Computed, not measured: C33H31N7OPRuS2 as an isolated structure in a non-equilibrium geometry, with wB97M-V/def2-TZVPD.

The geometry in XYZ format:
```
76
C33H31N7OPRuS2 | the OMol25 dataset | wB97M-V/def2-TZVPD
Ru 0.482 -1.682 -1.475
C -1.475 -3.806 3.297
N -0.516 -3.256 2.319
C 0.692 -2.743 2.668
C 1.283 -2.228 1.571
N 0.403 -2.299 0.487
C -0.729 -2.994 0.955
P -2.061 -3.615 -0.080
C -1.138 -4.162 -1.505
N -0.171 -3.478 -2.208
C 0.318 -4.250 -3.211
C -0.356 -5.422 -3.166
N -1.341 -5.373 -2.174
C -2.336 -6.414 -1.892
C -2.400 -1.915 -0.549
N -1.516 -1.082 -1.146
C -2.102 0.218 -1.192
C -3.347 0.176 -0.732
N -3.604 -1.200 -0.377
C -4.967 -1.661 -0.136
H -2.184 -4.475 2.801
H -0.873 -4.371 4.043
H -1.989 -2.977 3.761
H 0.977 -2.704 3.719
H 2.291 -1.837 1.385
H 1.068 -3.888 -3.867
H -0.111 -6.324 -3.682
H -2.840 -6.856 -2.743
H -1.842 -7.288 -1.370
H -3.145 -6.008 -1.217
H -1.506 1.034 -1.537
H -4.105 0.930 -0.492
H -5.590 -0.807 -0.161
H -5.275 -2.345 -0.904
H -5.127 -2.053 0.877
S 1.572 1.325 -4.696
C -0.022 0.674 -4.984
C -0.380 -0.309 -4.144
C 0.581 -0.634 -3.132
C 1.731 0.256 -3.328
C 2.862 -0.181 -2.648
C 4.213 0.142 -2.945
C 5.216 -0.514 -2.270
C 4.876 -1.510 -1.353
C 3.558 -1.863 -1.122
N 2.559 -1.212 -1.717
H -0.530 1.123 -5.812
H -1.369 -0.773 -4.199
H 4.404 0.944 -3.690
H 6.285 -0.322 -2.391
H 5.671 -2.038 -0.826
H 3.285 -2.614 -0.406
O -0.025 3.259 -0.153
S 0.007 3.173 1.371
C -1.188 4.422 1.888
C -1.915 4.149 3.063
C -2.605 5.233 3.594
C -2.519 6.514 3.019
C -1.791 6.699 1.854
C -1.245 5.625 1.187
C 1.550 3.736 2.069
C 2.637 3.740 1.195
C 3.850 4.142 1.677
C 3.988 4.662 2.969
C 2.913 4.576 3.822
C 1.654 4.087 3.397
H -1.802 3.223 3.621
H -3.174 4.966 4.477
H -3.029 7.365 3.503
H -1.768 7.724 1.508
H -0.845 5.759 0.166
H 2.388 3.532 0.176
H 4.737 4.183 1.004
H 4.984 5.001 3.301
H 3.009 4.908 4.836
H 0.805 3.981 4.052
```

Calculated values
multiplicity	6
highest occupied orbital energy (alpha / beta)	-0.3185 / -0.4477	hartree
⟨S²⟩	8.85
net charge	+2
frontier orbital gap (alpha / beta)	3.236 / 4.983	eV



| no. | calculated total energy (eV) |
| --- | --- |
| 1 | -60249.437 |
| 2 | -96463.527 |
| 3 | -118409.154 |
| 4 | -142265.224 |
| 5 | -144134.897 |
| 6 | -80722.865 |